# C2F2IO2

A cluster of 2 separate species, C2F2IO2 in total in a non-equilibrium geometry (ωB97M-V/def2-TZVPD, the OMol25 dataset).

The geometry in XYZ format:
```
7
C2F2IO2 ωB97M-V/def2-TZVPD
C 1.85981 0.14737 0.70653
C -1.06410 0.38091 -0.41054
O 1.19197 0.79161 1.34089
O 2.45420 -0.59403 0.05592
F -1.04069 0.42784 -1.77740
F -0.25698 -0.86060 -0.23524
I -3.14420 -0.29310 0.31985
```

Computed properties:
Energy: -724.154590 hartree
HOMO-LUMO gap: 6.6 eV
2S+1: 1
Net charge: -1
Energy above the lowest of the compared OMol25 structures with the same formula, charge and spin: 18.8 kcal per mole
HOMO: -3.20 eV

# C3H4N4O2

The molecule C3H4N4O2 in a non-equilibrium geometry (ωB97M-V/def2-TZVPD, the OMol25 dataset).

The geometry in XYZ format:
```
13
C3H4N4O2 ωB97M-V/def2-TZVPD
C 0.04593 -1.89988 0.10938
C -1.61631 -0.23604 -0.16659
C 2.04205 1.00879 -0.12605
N -1.15222 -1.32995 0.06925
N 1.15308 -1.16442 0.05782
N 0.97896 0.12896 0.09529
N -2.64245 0.60379 0.03218
O -3.73672 0.24972 -0.37405
O -2.27635 1.69848 0.49593
H 0.05228 -2.96514 0.43608
H 2.18727 1.13796 -1.19945
H 3.16292 0.67394 0.28464
H 1.80156 2.09379 0.28557
```

Computed properties:
Energy: -485.927623 hartree
HOMO-LUMO gap (spin up / spin down): 7.1 / 7.3 eV
2S+1: 1
Net charge: 0
Energy above the lowest of the compared OMol25 structures with the same formula, charge and spin: 188.0 kcal per mole
HOMO (spin up / spin down): -8.89 / -9.04 eV

# C2H3FN2O

A cluster of 2 separate species, C2H3FN2O in total in a non-equilibrium geometry (ωB97M-V/def2-TZVPD, the OMol25 dataset).

The geometry in XYZ format:
```
9
C2H3FN2O ωB97M-V/def2-TZVPD
C -0.18951 1.07717 0.83267
N -1.39973 1.27814 0.90558
N -0.55352 1.94473 1.94207
H 0.63213 0.52566 0.57870
H -0.42536 2.96339 1.71230
O 0.63021 -1.22499 -0.48733
C 0.19837 -2.24517 -0.88214
F 0.81647 -2.98508 -1.76569
H -0.74704 -2.91823 -0.63766
```

Computed properties:
Energy: -362.486340 hartree
HOMO-LUMO gap: 10.0 eV
2S+1: 1
Net charge: 0
Energy above the lowest of the compared OMol25 structures with the same formula, charge and spin: 65.8 kcal per mole
SMILES string: C1=NN1.O=CF
HOMO: -9.16 eV

> Number 2 is which compound?

C3H4N4O2

> energy above the lowest of the compared OMol25 structures with the same formula, charge and spin of number 1 (C2F2IO2)?

18.8 kcal per mole

> The lowest energy belongs to which entry?

C2F2IO2